Entry 1:
ORCA calculation (ωB97M-V/def2-TZVPD) on one molecule with the formula C4H7N.

Computed properties:
E_HOMO = -7.2 eV
Energy above the lowest of the compared OMol25 structures with the same formula, charge and spin = 131.46 kcal per mole

```
! wB97M-V def2-TZVPD RIJCOSX def2/J DEFGRID3
* xyz 0 1
N 2.466 -0.052 -0.287
C -1.235 0.065 -0.529
C -1.883 0.016 0.690
C 0.113 0.051 -0.903
C 1.101 -0.023 0.161
H 0.698 0.640 0.936
H 1.581 -1.033 0.383
H 0.393 0.364 -1.894
H -2.941 0.125 0.618
H -2.023 0.161 -1.289
H -1.431 -0.163 1.667
H 3.162 -0.151 0.450
*
```

---

Entry 2:
ORCA calculation (ωB97M-V/def2-TZVPD) on a 2-piece molecular cluster, C3H11N3O overall.

Computed properties:
E_HOMO (spin up / spin down) = -8.7 / -8.7 eV
Energy above the lowest of the compared OMol25 structures with the same formula, charge and spin = 92.05 kcal per mole

```
! wB97M-V def2-TZVPD RIJCOSX def2/J DEFGRID3
* xyz 0 1
O -1.158 0.804 1.913
N -1.555 -0.520 0.677
N -2.320 0.286 -0.012
N 1.321 0.902 0.530
C 0.634 0.170 -0.519
C -0.330 -0.926 0.001
C 1.658 -0.468 -1.457
H -1.880 1.090 -0.466
H 1.179 -0.902 -2.335
H 2.371 0.287 -1.783
H 0.636 1.241 1.214
H 0.062 0.901 -1.105
H -1.179 0.649 2.864
H -0.669 -1.556 -0.830
H 1.959 0.282 1.021
H -3.137 0.581 0.516
H 2.212 -1.253 -0.939
H 0.195 -1.569 0.709
*
```

---

Entry 3:
ORCA calculation (ωB97M-V/def2-TZVPD) on a 2-piece molecular cluster, C5H3NO overall.

Computed properties:
E_HOMO = -9.5 eV
Energy above the lowest of the compared OMol25 structures with the same formula, charge and spin = 79.79 kcal per mole
Structure (SMILES) = N=C=C=C=O.C#C

```
! wB97M-V def2-TZVPD RIJCOSX def2/J DEFGRID3
* xyz 0 1
O -0.791 -2.630 0.013
N -1.807 2.143 -0.077
C -0.985 -1.485 0.010
C 2.722 -0.739 -0.082
C 1.763 -0.037 0.042
C -1.204 -0.238 0.020
C -1.658 0.954 0.017
H -2.552 2.778 0.101
H 0.955 0.623 0.143
H 3.557 -1.369 -0.187
*
```

---

Entry 4:
ORCA calculation (ωB97M-V/def2-TZVPD) on one molecule with the formula C6H4N2O2.

Computed properties:
E_HOMO = -8.7 eV
Energy above the lowest of the compared OMol25 structures with the same formula, charge and spin = 241.06 kcal per mole

```
! wB97M-V def2-TZVPD RIJCOSX def2/J DEFGRID3
* xyz 0 1
O -2.083 -3.481 -0.001
O -3.257 -1.783 -0.685
N -1.609 -1.401 0.550
N -2.397 -2.283 -0.042
C 0.057 1.415 0.826
C 0.105 -1.026 -0.845
C -0.358 1.072 -0.479
C -0.443 -0.893 0.420
C -0.147 0.177 1.483
C 0.218 0.192 -1.404
H -0.643 0.082 2.447
H 0.294 -2.073 -1.223
H 0.254 0.285 -2.448
H 0.297 2.401 1.337
*
```

---

Entry 5:
ORCA calculation (ωB97M-V/def2-TZVPD) on a 3-piece molecular cluster, CH10N6 overall.

Computed properties:
E_HOMO (spin up / spin down) = -7.2 / -7.7 eV
Energy above the lowest of the compared OMol25 structures with the same formula, charge and spin = 73.72 kcal per mole

```
! wB97M-V def2-TZVPD RIJCOSX def2/J DEFGRID3
* xyz 0 1
N 0.366 0.131 -0.671
N 1.716 0.006 -0.207
N -1.844 -0.034 0.035
N 0.276 -2.135 -0.627
N -0.152 -0.092 1.626
N -0.019 2.180 -0.197
C -0.525 0.028 0.357
H 0.946 2.362 0.082
H 0.829 0.041 1.824
H -0.818 -0.171 2.372
H -2.002 0.141 -0.947
H -0.628 -2.505 -0.324
H 0.229 -2.183 -1.647
H 1.833 -1.014 -0.138
H -0.044 2.406 -1.192
H -2.452 0.507 0.633
H 2.286 0.332 -0.979
*
```

---

| no. | largest force on an atom (eV/A) |
| --- | --- |
| 1 | 4.3 |
| 2 | 1.9 |
| 3 | 1.0 |
| 4 | 4.3 |
| 5 | 1.7 |